{"formula": "C90H190N10O10", "method": "wB97M-V/def2-TZVPD", "homo_lumo_gap_ev": 8.09, "max_force_ev_per_a": 4.2, "relative_energy_kj_mol": 1200.6, "lumo_energy_ev": 0.3, "homo_ev": -7.78, "elements": ["O", "O", "O", "O", "O", "O", "O", "O", "O", "O", "N", "N", "N", "N", "N", "N", "N", "N", "N", "N", "C", "C", "C", "C", "C", "C", "C", "C", "C", "C", "C", "C", "C", "C", "C", "C", "C", "C", "C", "C", "C", "C", "C", "C", "C", "C", "C", "C", "C", "C", "C", "C", "C", "C", "C", "C", "C", "C", "C", "C", "C", "C", "C", "C", "C", "C", "C", "C", "C", "C", "C", "C", "C", "C", "C", "C", "C", "C", "C", "C", "C", "C", "C", "C", "C", "C", "C", "C", "C", "C", "C", "C", "C", "C", "C", "C", "C", "C", "C", "C", "C", "C", "C", "C", "C", "C", "C", "C", "C", "C", "H", "H", "H", "H", "H", "H", "H", "H", "H", "H", "H", "H", "H", "H", "H", "H", "H", "H", "H", "H", "H", "H", "H", "H", "H", "H", "H", "H", "H", "H", "H", "H", "H", "H", "H", "H", "H", "H", "H", "H", "H", "H", "H", "H", "H", "H", "H", "H", "H", "H", "H", "H", "H", "H", "H", "H", "H", "H", "H", "H", "H", "H", "H", "H", "H", "H", "H", "H", "H", "H", "H", "H", "H", "H", "H", "H", "H", "H", "H", "H", "H", "H", "H", "H", "H", "H", "H", "H", "H", "H", "H", "H", "H", "H", "H", "H", "H", "H", "H", "H", "H", "H", "H", "H", "H", "H", "H", "H", "H", "H", "H", "H", "H", "H", "H", "H", "H", "H", "H", "H", "H", "H", "H", "H", "H", "H", "H", "H", "H", "H", "H", "H", "H", "H", "H", "H", "H", "H", "H", "H", "H", "H", "H", "H", "H", "H", "H", "H", "H", "H", "H", "H", "H", "H", "H", "H", "H", "H", "H", "H", "H", "H", "H", "H", "H", "H", "H", "H", "H", "H", "H", "H", "H", "H", "H", "H", "H", "H", "H", "H", "H", "H", "H", "H", "H", "H", "H", "H", "H", "H"], "coordinates": [[1.236, 8.524, 1.431], [-0.141, -5.274, 5.321], [-7.890, -6.630, -1.845], [-3.152, -3.587, -6.505], [5.272, -2.062, 3.749], [2.158, 4.295, 7.340], [-9.361, -0.456, -1.821], [5.872, -6.225, 0.019], [4.903, 3.007, -3.883], [-0.456, 0.592, 1.611], [-6.787, -5.935, -1.434], [-9.193, 0.652, -2.643], [6.140, -4.949, -0.446], [5.371, -1.049, 4.715], [0.800, 4.277, 6.941], [6.135, 2.747, -3.376], [-1.368, -4.599, 5.113], [-0.196, 0.542, 0.265], [-2.563, -2.318, -6.983], [1.221, 7.964, 0.158], [1.445, 3.094, 4.733], [0.310, 5.761, 0.906], [-3.101, -3.816, 3.515], [-1.320, 0.085, -0.584], [1.064, 6.198, -1.373], [-6.357, -6.179, 0.012], [3.438, 9.107, -0.567], [-8.007, 1.430, -2.382], [-1.763, 0.123, -8.440], [7.304, 1.532, -1.618], [5.423, -1.508, 6.160], [-6.675, 0.683, -2.623], [5.281, 2.898, -0.962], [-1.551, -1.471, -0.554], [-10.947, -0.386, -4.089], [-0.844, -2.525, 6.381], [-9.512, 0.216, -4.068], [-4.786, -4.035, -0.472], [-8.100, 2.030, -0.969], [-4.941, -5.430, 0.158], [-0.391, -3.481, -7.493], [-1.047, 0.497, -2.094], [1.279, 10.284, -0.775], [6.963, -5.007, -1.638], [6.992, 5.097, -2.968], [-8.583, -0.828, -4.834], [-7.951, -3.614, -1.592], [-4.734, -1.197, -8.020], [1.818, 2.011, 0.559], [5.567, -0.316, 7.097], [-1.541, -2.497, -8.090], [-2.680, 0.063, -7.183], [-7.047, -4.679, -3.620], [6.393, -5.670, -2.953], [6.421, -2.460, -2.110], [-0.617, -3.157, 3.156], [4.987, -3.987, -0.401], [-0.804, -1.142, -8.464], [-1.705, -4.576, 7.599], [-1.592, -4.285, 3.638], [5.140, 0.860, -2.267], [8.343, 2.740, -1.421], [4.559, 0.830, 6.914], [-6.805, -4.577, -2.111], [-1.466, 3.705, 7.302], [-3.213, -3.519, 6.119], [2.846, 6.020, 0.394], [6.714, -2.307, 6.269], [0.319, 1.980, 7.982], [1.858, 6.947, -2.551], [-4.346, -1.002, -5.493], [7.498, -3.575, -2.026], [0.127, 4.201, 9.157], [0.632, 4.221, 5.433], [5.951, 2.131, -2.062], [-8.444, 2.444, -4.787], [0.346, 0.219, -2.732], [4.486, 0.102, 4.362], [-2.117, -3.226, -9.290], [-9.758, 1.536, -5.003], [-6.124, -7.672, 0.388], [7.534, 3.782, -5.175], [1.681, 8.360, -2.281], [-1.733, 3.533, 5.850], [1.361, 0.953, -1.765], [-2.614, 0.801, -0.069], [5.446, -2.558, -0.860], [4.798, 0.580, 2.999], [7.270, 3.711, -3.680], [1.183, 0.715, -0.156], [4.695, 1.297, 5.378], [-7.321, -5.547, 1.030], [-0.833, 4.330, 5.097], [-0.103, 3.467, 7.815], [-1.730, -3.746, 6.298], [-5.431, -4.004, -1.856], [4.294, -2.362, 6.739], [1.393, 6.539, 0.097], [1.856, 8.903, -0.845], [-1.360, -5.475, 2.670], [1.953, -0.551, 0.380], [4.447, -3.848, 1.074], [-8.136, 2.788, -3.283], [-3.547, -1.179, -6.925], [8.603, 3.217, -2.911], [2.985, -0.281, 4.374], [-3.590, -2.922, 4.709], [8.354, -5.597, -1.173], [3.843, -4.440, -1.216], [1.263, 5.478, 4.958], [1.613, -1.359, -0.266], [2.836, 2.361, 0.389], [-0.739, -5.032, 7.818], [-8.731, -4.187, -1.091], [-3.031, -1.990, 4.788], [-5.724, 1.070, -2.259], [7.782, 5.756, -3.329], [3.652, 10.116, -0.215], [-8.216, -0.542, -5.820], [-0.531, -1.816, -0.723], [9.054, 2.349, -3.392], [7.287, 1.146, -0.599], [6.979, 5.080, -1.879], [-4.644, -5.463, 1.206], [-10.128, -0.102, -1.364], [-5.264, -3.304, 0.180], [0.586, -0.795, -3.051], [5.701, -6.418, -2.565], [5.621, -0.550, 8.160], [-7.652, -2.895, -0.830], [-2.764, -4.042, -8.968], [-5.508, -1.870, -7.652], [-0.432, -6.017, 2.854], [-0.073, -3.207, -6.488], [1.140, 2.821, 0.291], [4.013, 8.939, -1.478], [6.003, -2.533, -3.115], [4.854, 2.363, -4.593], [-6.548, -3.825, -4.077], [4.566, -3.217, 7.358], [2.304, 0.427, -1.915], [2.295, 5.244, 7.384], [2.269, 8.844, -3.061], [-7.990, -6.318, 1.411], [2.712, -1.312, 4.144], [0.517, 9.160, 1.408], [-2.212, -6.135, 2.831], [5.072, 2.575, 0.058], [-7.863, 1.333, -0.165], [-1.745, -3.907, 8.459], [2.504, 0.414, 3.686], [0.257, 1.292, 7.139], [-6.486, -5.406, -4.206], [0.177, -2.857, 6.191], [-1.209, 1.059, -8.364], [-6.808, -0.307, -2.187], [-1.553, 2.479, 5.639], [6.879, -2.754, 7.249], [2.884, 6.640, -2.760], [9.310, 4.044, -2.984], [7.675, -1.881, 5.980], [-5.272, -0.263, -8.184], [-2.090, 2.926, 7.741], [2.518, 3.220, 4.881], [-11.096, -0.826, -5.075], [1.342, 2.144, 5.258], [-2.702, -2.585, -9.950], [5.578, 0.183, -3.000], [-2.478, -5.331, 7.741], [1.571, 11.078, -1.462], [4.100, 1.063, -2.523], [6.688, 4.211, -5.712], [0.006, 6.305, -1.610], [-3.734, -4.647, 3.203], [6.093, -1.988, 3.257], [2.433, -0.057, 5.287], [0.230, 0.784, -3.657], [5.706, 1.647, 5.169], [-1.323, -3.663, -9.895], [9.015, -5.350, -2.003], [3.189, -3.570, -1.282], [2.874, 4.941, 0.549], [4.637, -0.138, 2.194], [-1.256, 1.564, -2.171], [1.261, 3.049, 3.660], [-7.925, -4.741, 0.613], [-8.933, 3.432, -2.912], [-0.210, 1.570, 8.842], [5.255, -3.427, 1.673], [-2.301, -1.933, -1.195], [0.984, 5.605, 3.912], [-4.169, -5.939, -0.418], [-3.591, -0.979, -4.707], [0.673, 8.616, -2.606], [-2.169, 0.188, -6.229], [-0.085, -1.026, -7.652], [-4.992, -0.138, -5.339], [3.444, 6.207, -0.498], [-1.016, -2.180, 3.428], [-1.740, -1.752, 0.482], [-3.254, -3.182, 2.642], [0.146, 4.689, 0.791], [-2.766, 0.611, 0.993], [-1.795, 4.675, 7.674], [-0.585, 3.724, 9.831], [-5.391, -8.199, -0.222], [3.928, 2.062, 5.254], [1.240, 5.133, -1.518], [3.327, 6.485, 1.255], [-8.461, -2.887, -2.224], [7.638, 0.662, -2.183], [9.255, 2.267, -1.058], [-0.903, -4.441, -7.416], [-3.756, -3.692, -0.576], [1.319, 6.573, -3.422], [1.226, 10.700, 0.231], [5.999, 3.687, -0.739], [5.989, -2.102, -0.033], [3.452, -5.336, -0.734], [-0.937, -2.027, 7.347], [-7.048, -8.230, 0.232], [-5.554, -2.940, -2.053], [4.041, -4.773, 1.484], [1.903, -0.821, 1.435], [-3.039, -3.412, -5.568], [-6.790, -5.269, 1.940], [-7.660, -1.007, -4.283], [4.294, -4.574, -2.199], [-1.762, -0.012, -2.741], [8.792, -5.495, -0.180], [6.493, -6.323, 0.745], [2.350, 5.540, 5.002], [-1.063, 4.096, 4.057], [5.152, 0.373, -1.292], [-8.111, -4.747, -3.848], [-11.621, 0.452, -3.910], [5.848, 0.869, 3.025], [3.604, -3.165, 1.184], [-0.334, -6.184, 5.561], [4.559, -1.974, -1.104], [1.601, 1.974, -2.061], [3.526, 0.542, 7.113], [7.527, 2.739, -5.489], [-7.143, 3.236, -3.278], [0.249, 10.017, -1.012], [1.713, 2.072, 1.643], [-7.597, 2.994, -0.886], [4.780, 1.643, 7.605], [-1.056, -1.834, 5.565], [-0.873, 1.431, 1.819], [-4.746, -4.300, -2.651], [0.420, 5.827, 1.989], [-3.491, 0.270, -0.438], [4.271, 3.099, -1.318], [-7.641, 1.964, -5.347], [-5.823, -7.764, 1.431], [-4.286, -1.550, -8.949], [7.147, -6.171, -3.560], [-0.321, -1.306, -9.427], [-1.415, -5.246, 1.606], [6.127, 5.498, -3.496], [-2.781, 3.710, 5.606], [-4.639, -2.643, 4.608], [-3.682, -2.980, 6.942], [-3.271, 0.978, -7.211], [0.252, -3.220, 3.810], [-8.503, 3.367, -5.364], [5.912, -4.872, -3.519], [6.911, -1.494, -1.986], [-10.634, 2.129, -4.738], [-2.758, 1.868, -0.244], [0.479, -3.652, -8.128], [1.030, 3.785, 9.602], [8.473, 4.258, -5.459], [8.037, -3.369, -2.951], [-2.346, 0.230, -9.355], [-1.284, 5.321, 5.144], [-3.818, -4.426, 6.111], [6.720, -3.135, 5.560], [1.384, 1.908, 8.205], [3.033, -0.430, 0.289], [-7.481, -7.422, -2.201], [3.514, -1.797, 7.250], [-9.870, 1.438, -6.082], [3.918, 8.623, 0.283], [3.750, -2.951, 6.001], [6.581, 0.083, 7.064], [-11.094, -1.157, -3.334], [-8.987, -1.838, -4.905], [-0.360, -3.207, 2.098], [4.277, 1.480, 2.670], [-9.149, 2.236, -0.757], [0.872, 6.370, 5.447], [-5.015, -1.815, -5.212], [8.356, -6.673, -1.348], [8.073, -3.264, -1.154], [0.061, 5.284, 9.266], [8.091, 3.603, -0.805], [-6.483, 0.487, -3.678], [-0.660, 6.185, 0.646]], "forces_ev_per_angstrom": [[0.77, -0.08, 0.88], [0.72, 0.91, -0.32], [-1.39, -1.24, 0.28], [0.53, 1.51, -1.05], [-0.63, -0.42, 0.55], [-0.35, -0.44, -0.36], [0.17, -0.13, 0.96], [-0.72, -0.62, 0.00], [-1.26, 1.26, -1.40], [0.47, -0.94, 1.00], [2.23, 1.02, 0.05], [-0.57, 0.52, -3.53], [0.09, 2.77, -0.23], [0.33, 2.08, 1.33], [-1.60, -0.27, -1.64], [3.07, -0.73, 1.16], [-0.79, -1.80, -0.52], [-1.11, 0.99, -2.40], [-0.42, 0.69, 0.95], [-1.26, 1.65, -1.83], [-0.18, -0.41, 1.09], [-0.44, 0.91, 0.74], [0.58, 0.95, 0.31], [-0.65, 0.59, -0.85], [1.42, -0.85, -1.45], [1.21, 2.01, -0.60], [-0.26, 0.28, 0.38], [0.71, 2.72, -0.36], [0.32, -1.47, 0.92], [0.81, 2.81, 2.23], [0.90, -0.38, 0.00], [-0.29, -0.68, -0.40], [0.11, 1.53, 0.23], [1.42, 0.98, 1.30], [0.72, 0.21, 0.59], [0.09, 0.10, -0.25], [-1.59, 0.59, -2.10], [-1.66, -0.41, 0.57], [-0.80, -0.68, 0.44], [0.20, -0.41, -1.06], [-1.88, 0.22, -0.19], [-0.16, -0.92, 0.53], [-2.60, -0.32, 0.49], [2.89, 1.17, -0.80], [0.39, -0.36, -2.53], [0.88, 0.25, 1.34], [-0.02, 0.04, 1.23], [1.10, -0.97, 0.94], [-1.75, 0.21, -0.08], [0.34, 1.59, 0.61], [1.10, -0.60, 0.99], [-0.04, 0.58, 0.39], [0.71, -0.18, -0.36], [0.17, 0.02, 1.94], [-0.33, -1.26, 1.42], [-0.40, 0.06, 1.41], [0.29, 0.39, 1.65], [-2.03, 0.11, 1.00], [1.47, 0.10, 0.70], [-0.02, 1.61, -0.15], [-0.71, -0.21, 0.13], [0.32, -1.35, -3.25], [0.94, -0.17, -2.15], [-0.55, -0.56, 1.38], [-2.12, -0.56, 1.18], [-2.38, 0.35, -1.88], [-0.48, 0.17, -0.26], [0.87, -1.42, -0.48], [0.37, 0.28, 0.23], [-1.17, -3.02, 1.88], [1.76, -0.97, -0.58], [-1.96, 1.94, 1.61], [-0.65, -2.49, 1.33], [1.83, 0.03, 1.25], [1.25, -3.61, 0.07], [-1.23, -0.18, -0.06], [-0.79, 2.27, 1.70], [-1.96, -0.75, 2.01], [-0.28, -0.01, -0.41], [3.09, 1.09, 1.73], [-0.57, 0.39, -1.03], [-0.91, -0.70, 0.25], [-0.85, 1.99, -1.00], [-0.72, -2.56, 1.35], [0.69, -2.62, 0.67], [-0.31, -1.15, 0.05], [0.76, -0.82, -1.18], [1.39, 0.65, -1.30], [0.25, 0.33, 3.43], [1.46, 0.61, 1.24], [-0.26, -1.62, 1.36], [-0.30, -0.87, 0.33], [-0.26, 1.33, -2.56], [3.48, 1.30, -0.33], [-0.90, -1.76, -0.74], [0.44, 1.89, -0.49], [-1.48, -1.08, -0.96], [0.43, -1.54, -0.83], [4.02, -1.21, 0.46], [-0.90, -0.60, 1.25], [0.60, 0.52, -1.30], [0.86, 0.16, -0.54], [0.27, -2.90, -1.63], [-2.09, 0.72, -1.11], [-1.16, -0.42, 0.29], [-0.71, 0.58, 0.19], [1.35, -0.40, 1.05], [-0.57, -2.34, -2.24], [0.36, 0.29, -0.97], [0.30, 1.82, -1.18], [0.25, -0.47, 0.25], [0.04, -0.67, -0.69], [0.18, -0.31, -0.52], [-0.15, -0.19, -0.36], [-0.01, 0.37, -1.07], [-0.39, 0.58, 0.47], [0.30, 0.19, 0.37], [-0.34, 0.51, -0.60], [-0.48, 0.38, -0.11], [-0.19, -0.73, -0.48], [-0.06, 0.02, -0.38], [-0.94, -0.25, 0.18], [-0.34, -0.02, -0.39], [-0.04, 0.08, 0.04], [-0.18, -0.82, 0.67], [-0.23, 0.27, -0.05], [-0.05, -0.14, 0.71], [-0.31, -0.09, -0.61], [-0.71, -1.08, 0.07], [0.72, -0.28, 0.46], [0.01, 0.00, 0.08], [0.13, -0.43, -0.34], [-0.01, 0.15, 0.09], [-0.04, 0.30, -0.09], [0.13, 0.34, -0.50], [0.09, -0.10, 0.12], [-0.76, 0.30, 0.19], [-0.49, 0.05, -0.25], [-0.75, 0.87, 0.15], [0.76, 0.54, 0.56], [0.27, 0.15, -0.06], [0.37, 0.08, 0.24], [0.46, 0.97, 0.59], [-0.43, -0.03, -0.27], [0.42, 0.00, -0.41], [-0.24, -0.13, 0.17], [0.17, -0.58, 0.08], [0.52, -1.54, -0.19], [0.67, 0.02, -0.05], [-0.56, 0.38, -0.08], [-0.27, -0.32, -0.42], [-0.77, 0.32, -0.31], [-0.13, -1.00, 0.67], [0.16, 0.05, 0.42], [0.32, -0.13, -0.02], [0.14, -0.15, 0.22], [-0.09, -0.40, -0.16], [-0.29, 0.12, 0.15], [0.20, -0.14, 0.74], [0.02, 0.04, 0.04], [-0.29, 1.16, 0.14], [0.55, 0.37, 0.19], [-0.28, 0.22, 0.76], [-0.10, 0.79, -0.14], [-0.25, 0.16, 0.05], [-0.75, -0.35, -0.48], [-0.04, 0.14, 0.03], [0.01, 0.09, -0.11], [-0.04, 0.11, -0.50], [0.59, -0.57, -0.13], [0.08, -0.01, -0.08], [0.08, 0.43, 0.03], [-0.11, 0.45, 0.33], [-0.23, -0.39, 1.03], [0.17, -0.01, -0.01], [0.43, -0.10, 0.54], [0.60, 0.05, -0.20], [-0.02, 0.45, 0.30], [0.11, 0.03, -0.01], [0.61, 0.56, 0.49], [-0.71, -0.53, 0.07], [-0.27, -0.08, 0.04], [0.03, -0.29, 0.21], [0.20, 0.13, -0.05], [-0.20, -0.22, 0.10], [0.36, -0.02, 0.32], [0.22, -0.04, 0.22], [-0.11, -0.21, -0.08], [-0.09, -0.36, 0.35], [0.14, 0.44, -0.23], [0.23, 0.05, -0.18], [-0.16, -1.01, 0.18], [0.14, 0.16, 0.20], [-0.42, 0.05, 0.28], [0.97, 0.02, -0.20], [0.28, 0.28, -0.27], [0.41, 0.46, -0.84], [0.24, 0.13, 0.14], [-0.22, 0.18, -0.45], [-0.27, -0.10, 0.12], [0.65, 0.25, -0.32], [0.86, -0.10, -0.88], [0.46, 0.15, 0.20], [-0.16, 0.12, -0.12], [-0.61, 0.40, 0.34], [0.28, 0.39, -0.12], [0.36, -0.03, -0.58], [0.12, -0.27, 0.22], [-0.20, 0.15, 0.01], [0.25, -0.59, -1.07], [0.35, 0.65, -0.68], [0.19, 0.40, 0.17], [0.18, -0.18, 0.19], [0.14, -0.40, 0.19], [-0.05, 0.54, -0.33], [0.50, 0.00, 0.01], [-0.98, 1.05, -0.23], [-0.07, 0.15, 0.08], [-0.47, 0.02, -0.65], [0.13, 0.11, -0.07], [-0.21, 0.04, 0.27], [0.04, 0.36, -0.29], [0.54, -0.26, -0.05], [-1.04, 0.35, 0.05], [-0.01, -0.44, 0.24], [0.14, 0.50, -0.12], [0.01, 0.10, 0.18], [-0.84, -0.57, -0.29], [-0.50, -0.01, 0.27], [-0.47, 0.92, -0.09], [-0.03, -0.14, 0.20], [0.01, -0.35, 0.12], [0.84, -0.09, -0.56], [-0.21, -0.31, -0.03], [0.22, 0.13, -0.17], [-0.37, -0.34, 0.00], [0.33, -0.08, -0.41], [0.05, 0.36, -0.56], [-0.47, -0.03, -0.02], [-0.09, 0.05, 0.42], [-0.68, 0.19, 0.38], [-0.01, -0.22, -0.06], [0.42, -0.10, -0.23], [-0.17, 0.38, 0.38], [-0.67, 0.79, -0.12], [0.00, -0.95, 0.23], [0.41, -0.32, 0.09], [0.11, 0.12, -0.18], [-0.17, 0.17, 0.19], [0.00, 0.40, -0.22], [0.18, -0.63, 0.16], [0.16, 0.55, 0.01], [-0.06, 0.11, -0.67], [0.16, 1.23, -0.16], [0.43, -0.48, 0.61], [-0.09, 0.18, 0.00], [-0.46, 0.00, -0.12], [0.13, 0.19, 0.12], [0.13, 0.14, 0.12], [0.12, 0.68, 0.16], [-0.58, 0.14, 0.81], [-0.01, 0.15, 0.07], [-0.03, -0.27, 0.12], [0.36, 0.65, -0.02], [-0.60, -0.17, -0.10], [0.48, -0.25, -0.51], [-0.48, 0.34, 0.15], [-0.21, -0.39, -0.18], [0.04, 0.00, -0.42], [-0.04, -0.26, 0.69], [0.47, 0.02, -0.26], [-0.13, 0.49, -0.26], [0.49, 0.63, -0.24], [-0.12, 0.07, 0.21], [0.55, -1.33, 0.07], [-0.20, -0.33, 0.01], [0.97, 0.77, 0.35], [0.73, -0.74, 0.40], [-0.59, -0.40, 0.07], [0.12, 0.40, 0.31], [0.25, 0.05, -0.64], [-0.42, -0.25, -0.30], [0.18, 0.18, 0.09], [0.18, -1.04, 0.05], [-0.47, -1.05, -0.24], [-0.06, 0.36, -0.74], [0.16, 0.41, -0.94], [0.02, -0.06, -0.10], [-0.55, 0.19, -0.04], [-0.02, 0.04, 0.15], [-0.38, 0.06, 0.48], [-0.24, 0.23, -0.28], [-0.16, -0.06, 0.27], [0.16, -0.50, -0.55], [-0.38, -0.53, 0.40], [0.61, -0.07, -0.17], [0.00, -0.18, -0.69], [-0.46, -0.55, 0.28], [-0.24, 0.24, -0.13], [-0.08, 0.27, 0.13]]}